(1)
A 2-piece molecular cluster, F3NO3S overall at a distorted geometry. Source: the OMol25 dataset; level of theory: ωB97M-V/def2-TZVPD.

Last column: Löwdin charge in e.
Positions of all 8 atoms, in Å:
N -1.884 -0.628 0.525  0.10
O 0.736 1.431 -1.138  -0.13
O 0.675 0.370 0.987  -0.11
O 0.077 -0.874 -1.069  -0.17
F -1.712 0.684 0.242  -0.02
F -1.028 -0.898 1.401  0.04
F 2.352 -0.281 -0.490  -0.18
S 0.783 0.196 -0.456  0.47

Properties
strongest force on any atom = 0.0817 hartree/bohr
HOMO level (spin up / spin down) = -0.4869 / -0.4135 hartree
E_tot = -977.97978 Ha
net charge = 0



(2)
F4Mg2 as an isolated structure at a distorted geometry. Source: the OMol25 dataset; level of theory: ωB97M-V/def2-TZVPD.

Last column: Löwdin charge in e.
Positions of all 6 atoms, in Å:
Mg -0.902 0.106 -0.913  0.92
Mg 1.294 -0.637 1.460  1.19
F 0.474 -0.987 -0.177  -0.47
F -0.703 -0.003 -2.733  -0.56
F -0.096 -0.108 2.510  -0.54
F -0.066 1.630 -0.148  -0.56

Properties
strongest force on any atom = 0.0534 hartree/bohr
HOMO level = -0.3940 hartree
E_tot = -799.85666 Ha
net charge = 0